Record 1
{"formula": "C6H13N", "method": "the ωB97M-V functional and the def2-TZVPD basis", "symbols": ["C", "C", "C", "C", "C", "N", "C", "H", "H", "H", "H", "H", "H", "H", "H", "H", "H", "H", "H", "H"], "xyz": [[0.011, -0.542, 3.060], [-0.367, -0.107, 1.838], [-0.560, -0.937, 0.648], [-0.018, -0.268, -0.651], [-0.788, -0.913, -1.853], [-0.028, 1.164, -0.547], [1.326, 1.735, -0.939], [0.398, 0.316, 3.723], [0.446, -1.522, 3.222], [-0.659, 0.962, 1.757], [-0.255, -2.115, 0.697], [-1.650, -0.826, 0.430], [0.907, -0.707, -0.987], [-1.734, -1.347, -1.613], [-1.081, -0.278, -2.676], [-0.218, -1.718, -2.290], [-0.843, 1.546, -1.020], [1.453, 1.832, -2.062], [2.090, 1.080, -0.494], [1.572, 2.647, -0.242]], "atomic_forces_ev_per_a": [[1.83, 2.47, -0.57], [0.18, -0.10, 2.27], [-0.73, -1.63, -1.40], [-1.04, -1.99, -1.13], [-0.54, 0.30, -0.18], [1.73, 0.43, -0.69], [-0.70, 0.86, 1.57], [-1.20, -1.67, -0.39], [-0.35, -0.10, 0.09], [0.42, -0.95, -0.18], [-0.79, 2.99, 0.15], [0.32, -0.80, 0.42], [1.30, 0.76, 1.09], [-0.74, -0.41, 0.73], [0.48, 0.79, -0.25], [0.30, -0.28, -0.13], [0.62, 0.23, -0.12], [0.12, 0.31, 1.46], [-0.37, -0.34, -0.68], [-0.86, -0.88, -2.07]], "mulliken_charge": [-0.7664, -0.2054, -0.4437, 0.2665, -1.5062, -0.2404, -0.8672, 0.2318, 0.3052, 0.2602, 0.2185, 0.2164, 0.2337, 0.3822, 0.4133, 0.3485, 0.2574, 0.2703, 0.3275, 0.2979], "mol_weight_g_mol": 99.18, "gap_ev": 9.886, "e_homo_ev": -8.83, "smiles": "C=CC[C@@H](C)NC", "e_lumo_ev": 1.0596}

***

Record 2
{"formula": "C6H13N", "method": "the ωB97M-V functional and the def2-TZVPD basis", "symbols": ["C", "C", "N", "C", "C", "C", "C", "H", "H", "H", "H", "H", "H", "H", "H", "H", "H", "H", "H", "H"], "xyz": [[1.087, 2.072, 1.465], [0.346, 0.732, 1.375], [0.470, 0.274, -0.054], [0.674, -1.225, -0.080], [-0.518, -1.885, -0.781], [-1.307, -0.768, -1.420], [-0.785, 0.558, -0.800], [0.693, 2.718, 0.686], [2.121, 1.903, 1.153], [1.106, 2.557, 2.439], [0.850, -0.016, 1.979], [-0.700, 0.906, 1.622], [0.790, -1.559, 0.947], [1.577, -1.397, -0.647], [-0.168, -2.603, -1.514], [-1.111, -2.543, -0.140], [-2.372, -0.801, -1.253], [-1.202, -0.669, -2.500], [-0.651, 1.293, -1.590], [-1.526, 0.922, -0.095]], "atomic_forces_ev_per_a": [[0.47, -0.47, -0.40], [1.06, 0.99, -1.40], [-1.09, -1.11, 0.91], [-0.32, 1.06, -0.21], [0.12, -0.85, -0.07], [-0.03, 1.34, -0.26], [0.27, -0.65, 0.12], [-0.26, 0.39, 0.18], [0.03, -0.04, 0.17], [-0.30, 0.00, 0.04], [-0.31, 0.11, 0.44], [-0.14, -0.45, 0.42], [0.20, -0.33, -0.13], [0.38, -0.30, 0.01], [0.23, 0.05, -0.40], [-0.11, 0.55, 0.39], [-0.38, -0.36, 0.16], [0.26, -0.48, -0.08], [0.15, 0.20, 0.11], [-0.20, 0.34, 0.01]], "mulliken_charge": [-1.2722, -0.3136, -0.1628, -0.5217, -0.5595, -0.4760, -0.5866, 0.2909, 0.3146, 0.3932, 0.3676, 0.3207, 0.2173, 0.3541, 0.2607, 0.3075, 0.2836, 0.2523, 0.3061, 0.2238], "mol_weight_g_mol": 99.18, "gap_ev": 9.646, "e_homo_ev": -8.50, "smiles": "CCN1CCCC1", "e_lumo_ev": 1.1509}

***

Record 3
{"formula": "C6H13N", "method": "the ωB97M-V functional and the def2-TZVPD basis", "symbols": ["C", "C", "C", "C", "N", "H", "H", "H", "H", "H", "H", "H", "C", "C", "H", "H", "H", "H", "H", "H"], "xyz": [[0.929, -0.122, 1.358], [-0.368, 0.255, 0.669], [-1.438, -0.790, 0.652], [-1.383, -1.993, 1.213], [-0.705, 1.539, 0.766], [-1.689, 1.672, 0.525], [-2.346, -0.485, 0.136], [1.644, 0.692, 1.267], [0.737, -0.283, 2.421], [1.361, -1.033, 0.942], [-2.222, -2.674, 1.162], [-0.511, -2.342, 1.751], [0.106, 0.375, -1.237], [1.272, 1.313, -1.472], [1.191, 2.123, -0.749], [-0.833, 0.673, -1.697], [0.355, -0.788, -1.463], [0.416, -0.689, -2.448], [1.260, 1.757, -2.467], [2.225, 0.801, -1.328]], "atomic_forces_ev_per_a": [[0.02, -0.05, -0.37], [-0.60, 1.15, 1.43], [0.00, -0.14, -0.28], [0.05, 0.18, -0.06], [0.25, -0.83, 0.01], [0.04, -0.10, -0.01], [0.00, -0.01, 0.02], [-0.02, 0.02, -0.01], [-0.07, 0.03, -0.05], [0.03, -0.03, 0.01], [-0.03, 0.06, 0.01], [0.05, 0.03, -0.02], [0.82, -1.18, -1.67], [-0.04, -0.12, -0.10], [-0.06, -0.02, 0.08], [-0.04, -0.25, 0.12], [-0.34, 0.40, 0.56], [-0.10, 0.84, 0.29], [0.05, 0.02, 0.05], [-0.03, 0.02, 0.00]], "mulliken_charge": [-1.4624, 1.3416, -0.4608, -0.8007, -0.8356, 0.2317, 0.2600, 0.3457, 0.4340, 0.3563, 0.2727, 0.2458, -0.5869, -1.1938, 0.3777, 0.4963, 0.0477, 0.2647, 0.3759, 0.2899], "mol_weight_g_mol": 99.18, "gap_ev": [8.148, 8.150], "e_homo_ev": [-7.86, -7.86], "e_lumo_ev": [0.2860, 0.2862]}

***

Record 4
{"formula": "C6H13N", "method": "the ωB97M-V functional and the def2-TZVPD basis", "symbols": ["H", "N", "C", "C", "C", "C", "C", "C", "H", "H", "H", "H", "H", "H", "H", "H", "H", "H", "H", "H"], "xyz": [[-0.801, 2.388, -1.406], [-0.167, 2.165, -0.631], [-0.211, 0.919, -0.327], [-1.069, -0.090, -1.017], [-0.329, -0.826, -2.120], [0.677, 0.400, 0.888], [1.218, -1.015, 0.763], [-0.110, 0.580, 2.180], [-1.535, -0.772, -0.303], [-1.939, 0.501, -1.483], [-1.019, -1.094, -2.926], [0.479, -0.224, -2.548], [0.106, -1.756, -1.742], [1.535, 1.084, 0.912], [0.416, -1.761, 0.769], [1.795, -1.138, -0.159], [1.885, -1.250, 1.600], [0.534, 0.413, 3.051], [-0.950, -0.120, 2.239], [-0.515, 1.595, 2.258]], "atomic_forces_ev_per_a": [[0.04, -0.19, 0.20], [0.22, -1.08, 0.35], [0.94, 0.44, 1.09], [-1.80, 1.25, -0.78], [0.14, -0.64, -0.28], [-0.34, 1.09, -0.95], [-0.02, -0.18, -0.27], [-0.18, 0.20, 0.22], [0.14, -0.08, 0.00], [1.12, -0.83, 0.60], [0.14, 0.00, 0.08], [-0.17, -0.02, 0.05], [0.05, 0.13, -0.13], [-0.20, -0.01, 0.00], [0.05, 0.04, -0.02], [-0.05, -0.05, 0.11], [-0.14, 0.12, -0.08], [-0.10, -0.07, -0.13], [0.06, 0.00, 0.00], [0.09, -0.14, -0.04]], "mulliken_charge": [0.2625, -0.7349, 0.2777, -0.4928, -1.0889, 0.6791, -1.5086, -1.4186, 0.2748, 0.3846, 0.3450, 0.3004, 0.2879, 0.3031, 0.2689, 0.3234, 0.4554, 0.3833, 0.2979, 0.3997], "mol_weight_g_mol": 99.18, "gap_ev": 10.633, "e_homo_ev": -9.60, "smiles": "[H]/N=C(\\CC)C(C)C", "e_lumo_ev": 1.0295}

***

Record 5
{"formula": "C6H13N", "method": "the ωB97M-V functional and the def2-TZVPD basis", "symbols": ["C", "C", "C", "N", "C", "C", "C", "H", "H", "H", "H", "H", "H", "H", "H", "H", "H", "H", "H", "H"], "xyz": [[-0.235, -1.310, 2.660], [-0.983, -0.639, 1.502], [-0.101, 0.280, 0.711], [-0.035, 0.201, -0.573], [-0.256, -0.432, -1.748], [0.615, 0.779, -1.737], [0.198, 2.167, -2.170], [0.199, -0.567, 3.338], [0.581, -1.939, 2.287], [-0.911, -1.941, 3.248], [-1.375, -1.404, 0.821], [-1.852, -0.096, 1.900], [1.623, -1.857, 0.041], [0.544, 1.007, 1.199], [-1.246, -0.532, -2.181], [1.251, -1.873, -0.614], [1.697, 0.607, -1.772], [0.463, 2.289, -3.226], [-0.885, 2.303, -2.075], [0.709, 2.958, -1.609]], "atomic_forces_ev_per_a": [[0.05, -0.01, 0.07], [-0.07, -0.04, -0.05], [0.00, -0.04, -0.13], [0.02, 0.01, 0.26], [-0.20, 0.01, -0.03], [0.19, 0.19, -0.02], [-0.06, 0.01, -0.03], [-0.06, -0.07, -0.10], [-0.14, 0.11, 0.04], [0.09, 0.10, -0.11], [0.04, 0.12, 0.07], [0.13, -0.04, -0.08], [0.03, -0.06, -0.06], [-0.09, -0.07, -0.08], [0.11, 0.02, 0.06], [0.08, -0.06, 0.08], [-0.17, -0.01, -0.02], [-0.06, 0.01, 0.15], [0.15, -0.04, 0.02], [-0.06, -0.14, -0.04]], "mulliken_charge": [-1.1189, -0.1602, -0.3793, 0.2251, -0.6114, 0.1149, -1.2919, 0.2984, 0.2913, 0.3339, 0.2153, 0.2648, -0.0169, 0.3824, 0.1934, -0.0403, 0.2996, 0.3601, 0.3342, 0.3055], "mol_weight_g_mol": 99.18, "gap_ev": 8.268, "e_homo_ev": -7.14, "e_lumo_ev": 1.1303}

***

Record 6
{"formula": "C6H13N", "method": "the ωB97M-V functional and the def2-TZVPD basis", "symbols": ["C", "C", "C", "C", "C", "C", "N", "H", "H", "H", "H", "H", "H", "H", "H", "H", "H", "H", "H", "H"], "xyz": [[1.250, 2.632, 0.498], [0.457, 1.416, 1.019], [0.999, 0.039, 0.743], [0.547, -0.337, -0.724], [-0.928, -0.756, -0.861], [-1.159, -2.051, -0.560], [-2.360, -2.728, -0.683], [0.725, 3.590, 0.585], [1.588, 2.575, -0.532], [2.113, 2.732, 1.164], [-0.605, 1.499, 0.778], [0.354, 1.632, 2.113], [2.073, -0.129, 0.801], [0.490, -0.736, 1.328], [1.174, -1.157, -1.072], [0.717, 0.560, -1.320], [-1.582, -0.160, -1.462], [-0.401, -2.553, 0.034], [-2.239, -3.722, -0.808], [-3.214, -2.345, -1.040]], "atomic_forces_ev_per_a": [[0.21, -0.11, 0.46], [-0.45, 1.55, 2.05], [-1.31, -0.96, -1.79], [-0.23, 0.52, 0.86], [1.81, -1.46, -0.03], [-1.13, 1.95, 0.13], [0.54, -1.18, 0.48], [-0.28, -0.36, 0.07], [0.10, -0.26, -0.17], [0.22, 0.04, -0.39], [0.03, -0.35, -0.76], [0.46, -0.47, -0.46], [0.12, 0.50, 0.32], [0.28, 0.35, 0.49], [0.08, 0.16, -0.24], [0.18, -0.20, -0.38], [-0.49, 0.23, -0.03], [0.03, -0.42, -0.38], [-0.42, 0.14, 0.03], [0.25, 0.35, -0.27]], "mulliken_charge": [-1.1149, -0.6093, -0.3944, -0.7772, -0.3989, -0.1730, -0.4283, 0.3325, 0.3076, 0.2807, 0.3179, 0.3282, 0.3495, 0.3262, 0.3773, 0.3239, 0.3266, 0.2248, 0.2109, 0.1898], "mol_weight_g_mol": 99.18, "gap_ev": 8.974, "e_homo_ev": -7.80, "smiles": "CCCC/C=C/N", "e_lumo_ev": 1.1704}

***

Record 7
{"formula": "C6H13N", "method": "the ωB97M-V functional and the def2-TZVPD basis", "symbols": ["C", "C", "C", "C", "C", "C", "N", "H", "H", "H", "H", "H", "H", "H", "H", "H", "H", "H", "H", "H"], "xyz": [[2.239, -0.584, -0.886], [1.553, 0.346, -0.237], [1.734, 1.814, -0.505], [0.574, -0.023, 0.867], [-0.878, 0.323, 0.426], [-1.629, -0.969, -0.038], [-3.030, -0.985, 0.464], [2.008, -1.625, -0.692], [2.832, -0.347, -1.761], [0.813, 2.376, -0.643], [2.349, 1.904, -1.404], [2.311, 2.305, 0.284], [0.723, -1.080, 1.112], [0.712, 0.441, 1.842], [-0.857, 0.857, -0.524], [-1.393, 0.953, 1.143], [-1.697, -0.924, -1.125], [-1.126, -1.862, 0.302], [-3.595, -1.618, -0.095], [-3.468, -0.078, 0.301]], "atomic_forces_ev_per_a": [[-0.76, -0.18, -0.48], [-0.05, 0.49, 1.28], [0.77, -0.10, -0.48], [-0.28, 0.08, -0.16], [0.32, -1.49, -1.15], [-1.46, 1.22, 0.42], [-0.05, 0.13, 0.06], [0.35, -0.07, 0.06], [0.21, -0.01, 0.17], [-0.13, -0.12, 0.03], [-0.17, 0.25, -0.06], [-0.18, -0.11, 0.19], [-0.41, -0.04, -0.31], [0.64, 0.59, -0.18], [0.33, 0.64, 0.32], [-0.28, -0.36, 0.23], [0.60, -0.42, -0.16], [0.09, -0.25, -0.01], [0.17, -0.15, 0.13], [0.29, -0.10, 0.11]], "mulliken_charge": [-0.9697, 0.7314, -1.2134, -0.9311, -0.4913, -0.3731, -0.7058, 0.2824, 0.2787, 0.3231, 0.3375, 0.2863, 0.4623, 0.3560, 0.2507, 0.3978, 0.2591, 0.2683, 0.2295, 0.2212], "mol_weight_g_mol": 99.18, "gap_ev": 10.272, "e_homo_ev": -9.18, "smiles": "C=C(C)CCCN", "e_lumo_ev": 1.0946}

***

Record 8
{"formula": "C6H13N", "method": "the ωB97M-V functional and the def2-TZVPD basis", "symbols": ["C", "C", "N", "C", "C", "C", "C", "H", "H", "H", "H", "H", "H", "H", "H", "H", "H", "H", "H", "H"], "xyz": [[-2.229, 1.485, 0.562], [-1.200, 1.014, -0.462], [0.033, 0.512, 0.157], [-0.236, -0.794, 0.742], [0.889, -1.778, 0.349], [1.859, -0.930, -0.557], [1.162, 0.411, -0.774], [-1.689, 2.183, 1.202], [-2.620, 0.700, 1.209], [-3.003, 2.066, 0.060], [-1.595, 0.234, -1.127], [-1.033, 1.894, -1.091], [-1.164, -1.272, 0.386], [-0.391, -0.757, 1.824], [1.391, -2.259, 1.181], [0.443, -2.525, -0.307], [2.246, -1.410, -1.450], [2.721, -0.692, 0.075], [1.763, 1.277, -0.474], [0.966, 0.549, -1.848]], "atomic_forces_ev_per_a": [[0.73, 0.20, 0.10], [-0.17, 0.27, -0.05], [-1.08, -0.39, -0.55], [-0.07, -1.23, 0.48], [0.06, 0.75, -1.56], [0.41, 0.43, 2.14], [0.34, 0.68, -0.16], [-0.09, 0.08, 0.19], [-0.21, -0.03, -0.23], [-0.28, -0.33, 0.11], [-0.24, -0.01, -0.06], [0.57, -0.17, 0.02], [-0.09, 0.53, -0.24], [0.30, 0.28, 0.06], [0.04, 0.01, 0.02], [0.07, -0.34, 0.31], [-0.32, -0.10, -0.11], [0.19, -0.29, -0.21], [0.56, -0.34, -0.46], [-0.73, -0.02, 0.21]], "mulliken_charge": [-1.2728, -0.5783, -0.0493, -0.5715, -0.5457, -0.3878, -0.8215, 0.3392, 0.2978, 0.3848, 0.4426, 0.4484, 0.2836, 0.3018, 0.3581, 0.2056, 0.3912, 0.1647, 0.3152, 0.2940], "mol_weight_g_mol": 99.18, "gap_ev": 9.507, "e_homo_ev": -8.36, "smiles": "CCN1CCCC1", "e_lumo_ev": 1.1465}

***

Please write out number 6 again, unchanged.
{"formula": "C6H13N", "method": "the ωB97M-V functional and the def2-TZVPD basis", "symbols": ["C", "C", "C", "C", "C", "C", "N", "H", "H", "H", "H", "H", "H", "H", "H", "H", "H", "H", "H", "H"], "xyz": [[1.250, 2.632, 0.498], [0.457, 1.416, 1.019], [0.999, 0.039, 0.743], [0.547, -0.337, -0.724], [-0.928, -0.756, -0.861], [-1.159, -2.051, -0.560], [-2.360, -2.728, -0.683], [0.725, 3.590, 0.585], [1.588, 2.575, -0.532], [2.113, 2.732, 1.164], [-0.605, 1.499, 0.778], [0.354, 1.632, 2.113], [2.073, -0.129, 0.801], [0.490, -0.736, 1.328], [1.174, -1.157, -1.072], [0.717, 0.560, -1.320], [-1.582, -0.160, -1.462], [-0.401, -2.553, 0.034], [-2.239, -3.722, -0.808], [-3.214, -2.345, -1.040]], "atomic_forces_ev_per_a": [[0.21, -0.11, 0.46], [-0.45, 1.55, 2.05], [-1.31, -0.96, -1.79], [-0.23, 0.52, 0.86], [1.81, -1.46, -0.03], [-1.13, 1.95, 0.13], [0.54, -1.18, 0.48], [-0.28, -0.36, 0.07], [0.10, -0.26, -0.17], [0.22, 0.04, -0.39], [0.03, -0.35, -0.76], [0.46, -0.47, -0.46], [0.12, 0.50, 0.32], [0.28, 0.35, 0.49], [0.08, 0.16, -0.24], [0.18, -0.20, -0.38], [-0.49, 0.23, -0.03], [0.03, -0.42, -0.38], [-0.42, 0.14, 0.03], [0.25, 0.35, -0.27]], "mulliken_charge": [-1.1149, -0.6093, -0.3944, -0.7772, -0.3989, -0.1730, -0.4283, 0.3325, 0.3076, 0.2807, 0.3179, 0.3282, 0.3495, 0.3262, 0.3773, 0.3239, 0.3266, 0.2248, 0.2109, 0.1898], "mol_weight_g_mol": 99.18, "gap_ev": 8.974, "e_homo_ev": -7.80, "smiles": "CCCC/C=C/N", "e_lumo_ev": 1.1704}